1.
85
Properties=species:S:1:pos:R:3:forces:R:3 method="wB97M-V/def2-TZVPD" smiles="CCCCCCCCO[P@@](=O)(OCCN)OCCCCOC=O.O=C1OC[C@@H](F)O1.O=C1OC[C@@H](F)O1.O=C1OC[C@@H](F)O1" gap_ev=9.2474 charge=0
P -1.01669 -2.31940 -0.42367 -0.8 -0.2 0.3
F 6.06976 6.82020 -0.48979 0.0 0.0 0.0
F -0.36296 -7.36933 6.76237 0.0 0.1 0.0
F -7.50487 4.43362 -3.81749 0.1 0.0 0.0
O 5.02014 5.46536 0.98332 -0.1 0.2 0.2
O -4.23915 3.68748 -4.62635 -0.2 0.1 0.1
O -2.01170 -3.20190 0.18890 0.0 -0.2 0.1
O 1.17822 -3.82161 4.57774 0.0 0.2 0.1
O -1.41277 -0.78861 -0.31493 0.3 -0.2 -0.8
O -5.73693 3.26966 -3.02419 0.2 0.3 0.1
O 0.07907 -5.37856 5.78650 -0.1 -0.1 -0.3
O 1.58366 -6.01421 4.26362 -0.1 -0.1 0.1
O -6.59252 -0.43378 -0.06306 -0.9 0.4 0.0
O 4.72055 4.15263 2.79734 0.1 -0.1 0.2
O -3.75644 2.18769 -3.02107 0.1 -0.2 0.1
O -8.66117 -1.33407 -0.12003 1.8 2.4 0.3
O -0.81642 -2.63577 -1.97615 0.5 0.3 0.5
O 0.42544 -2.36967 0.22659 -0.3 -0.3 0.0
O 6.37485 5.67827 2.74720 0.0 0.1 -0.2
N 2.93755 -2.53415 1.70314 0.2 -0.5 0.4
C -6.16023 4.46378 -3.65888 -0.2 -0.2 -0.1
C 2.62668 0.28818 -0.95098 0.2 0.4 -0.4
C -2.43157 -0.33702 -1.23192 -0.6 0.5 0.2
C 2.58149 -0.13501 -2.41614 -0.8 -0.2 0.7
C 5.31112 5.00615 2.23694 0.2 0.0 0.0
C 0.36352 -3.35280 -2.34751 0.4 -0.2 -0.9
C -4.49772 2.96587 -3.51120 -0.1 0.0 -0.2
C -5.90906 0.81196 -0.29086 0.2 0.0 0.1
C 1.17309 -7.19854 4.95440 0.1 -0.2 -0.2
C 3.60980 1.83182 0.77735 -0.2 -0.2 -0.2
C 2.65926 3.01606 0.80574 -0.3 -0.2 -0.1
C 6.90091 6.52364 1.72025 0.2 0.1 0.2
C -3.85313 -0.57485 -0.73980 -0.2 0.6 -0.3
C 1.53112 -2.44788 -2.79055 -0.3 0.3 0.0
C -5.42882 4.40186 -4.97993 0.1 0.2 -0.2
C 5.70627 6.69011 0.81005 0.1 -0.2 -0.2
C 0.53633 -3.19922 1.41685 1.1 0.2 0.3
C 1.98539 -3.62045 1.57286 -0.2 0.3 -1.0
C 0.97303 -4.95239 4.84844 0.0 -0.1 0.2
C 3.77969 1.23148 -0.62860 -0.3 -0.3 0.9
C -7.93486 -0.34494 -0.00761 -1.3 -2.8 -0.3
C -4.44215 0.62573 0.01336 -0.3 -0.5 0.1
C 1.28791 -0.93562 -2.69404 0.6 0.2 -0.3
C -0.13506 -6.76147 5.57263 0.1 0.1 0.3
H 2.64935 -0.58769 -0.30936 0.0 -0.2 0.2
H 1.91108 -7.45087 5.71670 -0.1 0.0 0.1
H 0.24188 -2.58628 2.26214 -0.3 -0.1 0.2
H 2.87035 3.73160 0.01505 0.1 0.1 -0.1
H 2.57292 0.78279 -2.99651 0.3 0.0 -0.4
H 3.44149 -0.76032 -2.64016 0.3 0.2 -0.3
H -5.18724 5.38088 -5.38407 0.2 0.0 0.1
H -5.89506 5.31748 -3.03305 -0.1 0.0 0.0
H 7.72185 6.01558 1.21265 -0.1 0.0 -0.1
H 1.06642 -8.03191 4.26550 0.0 0.1 -0.2
H 0.08041 -3.96991 -3.19283 -0.3 -0.1 -0.1
H 1.72688 -2.65471 -3.83882 0.1 -0.2 -0.1
H 2.53634 -1.70311 2.10486 0.0 0.2 0.0
H -1.00762 -6.89575 4.93123 -0.1 -0.1 0.1
H 2.22076 -4.16761 0.65846 0.2 -0.2 0.0
H 2.68423 3.53243 1.75347 0.1 0.1 0.2
H -2.29292 0.73323 -1.32409 0.3 0.2 0.0
H -4.32611 0.47213 1.08319 0.2 0.3 0.2
H 3.39067 -2.33651 0.83069 0.0 0.3 -0.1
H -6.33208 1.60167 0.32745 -0.2 0.0 0.2
H 7.25917 7.46150 2.13584 -0.1 -0.1 0.2
H 4.71360 0.67240 -0.63207 0.2 0.1 -0.4
H 2.44816 -2.70853 -2.26763 0.0 -0.1 0.3
H 0.88271 -0.59215 -3.64153 -0.3 0.0 -0.1
H 1.63546 2.67371 0.66649 -0.2 0.0 -0.1
H 3.80070 2.04609 -1.34855 0.3 0.0 -0.3
H 5.04382 7.51510 1.07766 0.0 0.1 -0.1
H -5.99007 3.83237 -5.72153 -0.1 0.0 0.1
H 0.57977 -0.65875 -1.92373 -0.2 -0.1 0.1
H 2.05780 -4.32782 2.38538 0.0 -0.1 0.3
H 0.67803 -4.04829 -1.57690 -0.1 0.1 0.3
H -2.31758 -0.74099 -2.23239 0.4 -0.4 0.0
H -0.06097 -4.09820 1.33418 -0.4 0.1 0.0
H -8.35271 0.65686 0.17238 0.2 0.1 -0.1
H -3.96173 1.54685 -0.30265 0.2 0.2 0.1
H 1.70075 0.81031 -0.71275 -0.2 0.0 0.0
H 4.57384 2.07533 1.21102 0.1 0.2 0.0
H 3.17703 1.05679 1.41102 0.1 -0.1 0.2
H -4.46802 -0.71045 -1.62875 0.0 -0.2 -0.2
H -3.95529 -1.48088 -0.15697 0.2 -0.2 0.0
H -6.02875 1.10529 -1.33186 -0.1 -0.1 -0.2

***

2.
75
Properties=species:S:1:pos:R:3:forces:R:3 method="wB97M-V/def2-TZVPD" de_lowest_ev=0.995 gap_ev="4.5681 / 4.6280" charge=+1
Tl 3.92014 1.89299 -1.95757 -0.2 -0.1 0.8
S 2.65094 2.02942 1.91743 -0.8 0.2 0.8
P -0.01918 1.61713 -4.01910 -1.3 0.1 0.3
P 2.46520 -0.22877 -3.85166 -0.4 -0.4 -1.2
F 1.69354 2.05073 4.41639 1.3 0.0 -0.6
F 3.55292 0.88271 4.23660 -0.5 0.5 -0.4
F 3.67156 3.04386 4.30442 -0.9 -0.8 -0.7
O 3.97411 1.90484 1.27651 -1.1 0.0 0.2
O 1.96580 3.30777 1.73692 0.8 -1.1 -0.2
O 1.77830 0.84865 1.82472 1.0 0.7 -0.2
C -3.13146 0.19037 -0.25772 -0.3 0.1 -0.2
C 1.64301 1.22028 -4.64703 0.0 0.0 -0.4
C -0.68541 0.15358 5.82637 -0.2 0.3 0.1
C -2.78856 0.18386 -1.76461 -1.0 0.5 -0.3
C 0.27220 -1.78472 4.44489 0.1 0.1 0.2
C -1.62908 -0.66536 -2.15381 0.9 -0.3 0.8
C -0.32764 -0.41637 -1.88482 0.0 -0.6 -0.2
C -1.57696 -2.41019 3.24358 0.1 0.0 -0.2
C 0.58653 -3.74144 2.83278 0.2 -0.2 -0.4
C -1.22432 1.78047 0.42407 0.1 -0.5 0.0
C -0.78798 -0.92817 4.82539 0.0 0.0 0.1
C -2.39844 -3.02115 2.18100 -0.3 0.0 -0.3
C 3.92616 -0.20564 -4.95634 0.2 -0.2 -0.1
C -3.22227 -0.60040 4.05626 -0.3 0.3 -0.1
C -0.21014 -2.69723 3.48156 0.1 0.0 0.1
C 1.52971 -1.57305 -4.76100 0.0 -0.3 0.5
C 0.36476 0.79304 -1.30229 0.2 0.7 0.9
C -0.25653 3.28478 -4.67405 0.0 0.0 -0.5
C -2.30051 1.02517 0.66825 0.7 0.5 0.3
C -0.54726 1.99404 -0.89904 1.0 -0.1 -0.4
C 2.93765 2.01829 3.80830 0.2 0.3 0.5
C 1.62763 -1.71872 4.99584 0.4 -0.1 0.1
C -1.21210 0.67731 -5.07377 0.4 0.1 -0.3
C -1.93309 -1.30997 4.07358 -0.1 0.3 0.2
H -3.70909 -0.16357 -2.27709 0.6 -0.1 0.2
H 2.14559 -2.48553 -4.81302 -0.1 0.4 0.0
H -1.63227 0.70605 5.88862 0.4 -0.1 0.1
H 2.09524 -0.75128 4.76708 -0.1 -0.1 0.1
H -1.82622 -2.99079 1.24135 -0.2 -0.1 0.1
H -0.32973 3.20724 -5.76660 0.0 0.6 0.1
H 3.59757 -0.01116 -5.98519 0.2 -0.1 0.2
H 1.63264 -3.43728 2.74264 -0.1 -0.1 -0.1
H -4.18816 0.50578 -0.23604 0.3 -0.1 0.4
H -1.20219 2.18579 -1.76642 0.4 0.2 0.8
H -3.08722 -0.83358 0.14903 -0.2 0.1 -0.3
H 2.27712 -2.50540 4.60440 -0.1 0.1 0.1
H 4.63132 0.57499 -4.64453 0.0 -0.1 -0.2
H 0.12369 0.85804 5.56421 -0.3 -0.3 0.1
H 2.29855 2.08740 -4.45434 -0.3 0.0 -0.2
H -1.94125 -1.64326 -2.55883 0.6 0.4 0.1
H -3.11479 0.40175 4.48937 -0.2 -0.3 -0.2
H 0.60185 3.88906 -4.35820 -0.3 0.1 -0.2
H -1.11546 1.02269 -6.11369 -0.2 -0.3 0.1
H -3.33207 -2.46800 2.03182 0.2 -0.2 0.0
H 0.97711 0.51945 -0.42760 -0.4 -0.2 0.0
H 0.17804 -3.94529 1.84153 0.2 -0.1 0.0
H -1.05510 -0.40624 -5.00361 0.1 0.3 -0.1
H 0.61307 -1.84898 -4.22089 0.2 0.2 -0.2
H -3.55575 -0.50047 3.01449 -0.1 0.0 0.3
H -0.64948 2.16269 1.28110 -0.5 0.0 -0.4
H -2.66691 -4.07075 2.36991 0.2 0.2 0.1
H 0.16913 2.83531 -0.79023 -0.6 -0.2 -0.1
H 1.57218 1.05143 -5.72902 0.4 0.1 0.0
H -2.23355 0.86377 -4.70497 0.4 0.1 -0.1
H -1.17392 3.70567 -4.24061 0.3 0.0 -0.3
H 0.37888 -1.23060 -2.10650 -0.3 0.2 0.0
H -4.01713 -1.12274 4.60970 0.2 0.0 -0.1
H 4.42801 -1.17926 -4.90571 0.0 0.3 0.0
H 1.11819 1.23332 -2.01873 -0.8 -0.8 0.6
H -0.46453 -0.26375 6.82522 0.0 0.1 -0.3
H 0.56221 -4.67228 3.41092 0.0 0.0 0.0
H -2.55542 0.98014 1.72905 -0.2 -0.2 -0.2
H 1.26692 -1.25082 -5.78318 0.2 -0.1 0.4
H 1.55887 -1.82469 6.08583 0.2 0.1 -0.1
H -2.68518 1.21705 -2.11331 0.0 -0.2 0.1

***

3.
81
Properties=species:S:1:pos:R:3:forces:R:3 method="wB97M-V/def2-TZVPD" smiles="CCC(=O)OCCN(P(C)CC)S(=O)(=O)F.O=C1CCCO1.O=C1CCCO1.O=C1CCCO1.O=C1CCCO1" gap_ev=8.8216 charge=0
S 0.51090 -0.79392 3.10899 -0.8 -2.4 1.1
P -0.17542 0.70757 0.68725 -0.8 0.1 -1.1
F 1.47456 0.40742 3.23926 0.1 0.5 -0.3
O -4.15652 0.08496 2.78570 0.8 -0.4 0.5
O 0.08589 -1.08192 4.43786 -0.3 0.8 0.1
O 3.42740 -3.32639 -7.86506 0.0 0.0 0.0
O 1.78354 -0.99078 -3.23213 0.0 0.0 0.0
O 2.65395 4.07989 3.63148 -0.1 -0.1 0.0
O 4.37739 4.96865 2.50843 -0.1 -0.1 -0.2
O 4.37309 -4.61667 -6.29733 0.1 0.1 0.0
O -5.60406 1.90057 -1.14308 -0.1 0.0 -0.2
O -7.71399 2.55870 -0.77229 -0.1 0.0 0.0
O 1.16313 -1.88869 2.46920 0.5 0.6 -0.6
O -2.69677 -1.15033 4.00468 0.0 0.5 -0.4
O 2.37005 -1.69993 -1.19438 0.1 -0.1 -0.2
N -0.68633 -0.17464 2.18182 1.3 0.4 0.0
C -2.33938 -1.97104 2.90034 0.6 -0.9 -0.1
C -6.53984 1.98005 -0.40660 0.3 0.1 0.3
C 3.77831 3.17810 5.49124 0.1 0.1 0.0
C 4.13670 -4.43562 -9.81523 0.0 -0.1 0.0
C 2.67106 -3.16673 -3.11921 0.2 0.3 -0.4
C -1.63907 -1.23802 1.76581 -0.7 0.4 -0.2
C 4.70495 4.16440 4.78266 -0.3 -0.5 0.1
C 1.63952 0.57388 0.39231 0.6 1.2 0.8
C -2.95876 1.13711 4.57715 0.3 -0.8 0.9
C -3.34281 -0.00867 3.68540 -0.8 0.7 -0.7
C 3.12968 -3.43290 -9.26930 0.0 0.0 -0.2
C -6.61886 1.52029 1.03705 -0.6 -0.2 -0.1
C -8.61111 2.60543 0.34857 -0.1 0.0 0.1
C 4.08844 -4.43303 -7.44283 0.0 -0.4 0.0
C 2.72281 -2.68775 -4.56816 -0.1 0.0 0.2
C 1.71168 -1.55088 -4.55761 0.0 -0.1 -0.2
C 2.41320 3.59625 4.96415 0.0 -0.1 0.2
C 4.34554 -5.35888 -8.61621 0.1 0.4 -0.4
C 3.95026 4.45739 3.49818 0.3 0.3 0.1
C 2.29001 -1.90438 -2.37047 -0.1 -0.4 0.1
C -8.12433 1.51806 1.29636 0.1 0.0 0.1
C 2.50597 1.76331 0.86191 -0.2 -0.1 0.1
C -3.26656 0.74052 6.04170 -0.1 -0.3 -0.6
C -0.47995 2.46647 1.14309 0.2 -0.8 0.5
H 0.69041 -1.89926 -4.72845 0.0 0.0 0.0
H 3.54653 1.45559 0.92108 0.2 0.0 -0.2
H 4.81829 5.09511 5.34014 0.1 0.0 -0.1
H 3.62771 -3.54521 -2.77212 -0.1 -0.1 0.2
H 1.89210 -3.91409 -2.96071 0.0 0.0 0.1
H -1.66365 -2.72201 3.29987 0.0 0.0 0.3
H 3.71585 -2.29952 -4.79069 0.0 0.0 -0.1
H -0.52736 3.01327 0.20714 0.1 0.2 0.0
H -2.51444 0.04454 6.39665 0.2 0.1 0.1
H -2.39820 -0.72221 1.18613 0.0 0.2 0.0
H 1.96946 4.40443 5.54995 0.0 0.0 0.0
H -4.20432 0.18722 6.04870 -0.2 0.2 0.3
H 1.71193 2.76575 4.92181 -0.1 0.1 -0.2
H 2.41863 2.60075 0.17488 0.1 0.1 0.0
H 5.35215 -5.76336 -8.57187 -0.1 -0.2 0.2
H -9.62654 2.43497 -0.00165 0.0 0.1 -0.2
H 0.24762 2.87937 1.83563 0.1 0.2 -0.1
H -8.54539 0.55545 1.00243 0.0 0.0 0.0
H 3.84507 3.20365 6.57700 -0.1 0.0 0.0
H 1.74096 0.52332 -0.68326 -0.2 -0.2 -0.2
H 3.61441 -6.16792 -8.58828 0.0 0.0 0.1
H 5.67946 3.73769 4.56540 0.1 0.2 -0.1
H -6.17649 0.53695 1.15550 0.3 0.1 0.0
H 3.22207 -2.45160 -9.72770 0.0 0.1 0.2
H 2.24594 2.13801 1.84773 0.0 0.0 0.0
H -1.17178 -1.92960 1.06720 0.1 -0.3 0.2
H -8.55519 3.60101 0.79501 0.0 0.0 0.0
H 3.79214 -4.94303 -10.71374 -0.1 0.0 0.0
H -8.39729 1.69954 2.33418 0.0 0.1 0.0
H 4.00523 2.16228 5.16483 0.0 0.0 0.0
H -6.09569 2.24261 1.66403 0.1 -0.1 0.0
H 5.07200 -3.92793 -10.05412 0.0 0.0 0.0
H -3.17700 -2.52062 2.47464 -0.3 0.2 0.0
H 2.08531 -0.33641 0.77058 -0.4 -0.3 0.0
H -1.87863 1.24576 4.49975 0.1 0.3 -0.2
H 2.49753 -3.45588 -5.29678 0.0 0.0 0.0
H 1.94305 -0.77616 -5.28462 0.0 0.1 0.1
H 2.09912 -3.77703 -9.37848 0.0 0.0 0.0
H -1.46023 2.47788 1.61515 -0.1 0.1 -0.1
H -3.46791 2.04268 4.27678 -0.1 0.0 -0.2
H -3.32712 1.60615 6.68961 0.0 0.1 0.1